## 1
C3H12N2 | ωB97M-V/def2-TZVPD

Each line ends with the Mulliken charge.
Element x y z (Å)
1 C 2.589 -0.592 -0.507  -0.9199
2 H 1.154 -1.233 0.945  0.1190
3 C -1.492 0.974 -0.117  -0.2699
4 H 2.833 0.362 -0.974  0.2668
5 H 1.937 -1.250 -1.098  0.2556
6 H 3.524 -1.127 -0.477  0.3319
7 H 1.427 0.449 0.953  0.1302
8 H 2.734 -0.658 1.667  0.3614
9 H -0.638 1.444 -0.635  0.2305
10 H -1.283 -0.859 0.512  0.2542
11 N -2.146 0.161 -1.178  -0.6554
12 C 1.954 -0.509 0.925  -0.5382
13 N -0.923 0.017 0.870  -0.4960
14 H -2.289 0.790 -1.957  0.2201
15 H -2.253 1.618 0.305  0.3137
16 H -1.271 0.308 1.774  0.1839
17 H -3.002 -0.198 -0.774  0.2119

Its structure (SMILES) is NCN.CC. The HOMO-LUMO gap is 0.373 hartree. For the LUMO energy, the calculation gives 1.04 eV. The multiplicity is 1.


## 2
C3H12N2 | ωB97M-V/def2-TZVPD

Each line ends with the Mulliken charge.
Element x y z (Å)
1 N -1.685 -1.622 3.341  -0.5782
2 H 0.001 1.000 -3.238  0.2866
3 H 1.673 1.573 -3.019  0.3553
4 H -0.964 -2.179 3.674  0.2033
5 C -1.394 -1.434 1.834  -0.6119
6 H -1.086 -2.337 1.305  0.2642
7 H -2.534 -2.088 3.505  0.2124
8 H -0.638 -0.669 1.726  0.2057
9 H 0.094 0.391 -0.654  0.1547
10 H 1.773 0.166 -0.936  0.2349
11 H 1.923 2.019 0.099  0.2379
12 C 0.989 0.791 -2.803  -1.0378
13 H 1.290 -0.157 -3.273  0.2747
14 N 1.367 2.121 -0.835  -0.6615
15 C 0.923 0.740 -1.304  -0.0651
16 H -2.200 -0.927 1.222  0.2972
17 H 0.469 2.612 -0.641  0.2277

Its structure (SMILES) is CCN.CN. The HOMO-LUMO gap is 0.382 hartree. For the LUMO energy, the calculation gives 0.89 eV. The multiplicity is 1.


Top of the stability list: 1, leading by 7.3 kcal/mol.


## 1
C3H12N2 | ωB97M-V/def2-TZVPD

Each line ends with the Mulliken charge.
Element x y z (Å)
1 H -2.032 0.055 -0.242  0.2883
2 H -1.059 -1.662 -1.653  0.1960
3 H 1.427 -0.137 -1.782  0.2236
4 C -1.136 -0.549 0.136  -0.5079
5 H 2.953 -0.472 -2.027  0.2377
6 C -0.838 1.060 2.108  -1.1797
7 H 0.215 -1.770 -0.607  0.2152
8 H 0.734 -0.094 1.052  0.3397
9 N -0.458 -1.148 -1.002  -0.5247
10 H -1.264 0.272 2.729  0.3145
11 H -0.150 1.740 2.610  0.3320
12 H -1.707 1.655 1.736  0.2888
13 N 2.353 0.309 -1.697  -0.6692
14 H 0.046 1.127 0.105  0.2375
15 C -0.229 0.427 0.861  -0.2882
16 H 2.356 0.848 -2.551  0.2498
17 H -1.570 -1.320 0.888  0.2468

Its structure (SMILES) is CCCN.N. The HOMO-LUMO gap is 0.389 hartree. For the LUMO energy, the calculation gives 1.13 eV. The multiplicity is 1.


## 2
C3H12N2 | ωB97M-V/def2-TZVPD

Each line ends with the Mulliken charge.
Element x y z (Å)
1 H -2.412 0.200 -1.641  0.2301
2 C -1.553 0.377 -3.643  -0.4806
3 H -3.715 0.923 -2.541  0.2729
4 C 1.666 -0.412 4.250  -0.5116
5 H 3.310 -1.193 5.190  0.2250
6 H 3.391 -1.726 3.689  0.2249
7 N -0.127 0.434 -2.920  -0.6021
8 N 2.675 -1.556 4.445  -0.5969
9 H -0.073 -0.546 -2.884  0.2473
10 H -2.147 1.999 -2.151  0.2208
11 C -2.495 0.882 -2.538  -0.7955
12 H 0.664 -0.938 4.071  0.1970
13 H -1.414 1.146 -4.391  0.2763
14 H -1.637 -0.609 -4.031  0.3968
15 H 1.391 0.035 5.321  0.2344
16 H 0.465 0.683 -3.692  0.2341
17 H 2.012 0.300 3.465  0.2270

Its structure (SMILES) is CCN.CN. The HOMO-LUMO gap is 0.385 hartree. For the LUMO energy, the calculation gives 1.09 eV. The multiplicity is 1.


Top of the stability list: 1, leading by 51.7 kcal/mol.


## 1
C4H12OS2 | ωB97M-V/def2-TZVPD

Each line ends with the Mulliken charge.
Element x y z (Å)
1 C -0.615 -1.654 -1.321  -0.8497
2 H 1.545 -1.226 2.326  0.4323
3 H 0.534 3.112 1.794  0.4092
4 H -0.143 -1.268 -3.496  0.3653
5 C 0.353 1.198 0.716  -1.2481
6 H 1.333 0.742 0.540  0.5197
7 H -1.414 -0.210 -2.804  0.2801
8 C 0.069 2.119 1.873  -1.4466
9 H -0.229 0.340 0.825  0.4020
10 H 0.211 -2.334 -1.035  0.5304
11 H -0.708 -0.967 -0.469  -0.1771
12 O 0.652 -1.273 1.915  -0.9352
13 C -0.493 -0.778 -2.573  -0.4591
14 H 0.449 1.707 2.825  0.5061
15 H -1.513 -2.274 -1.377  0.3900
16 H -1.010 2.207 2.036  0.2769
17 S -0.238 1.921 -0.889  -0.0488
18 H 0.619 -2.154 1.514  0.2330
19 S 0.595 0.792 -2.402  -0.1804

The HOMO-LUMO gap (spin up / spin down) is 0.083 / 0.315 hartree. For the LUMO energy (spin up / spin down), the calculation gives 3.05 / 3.00 eV. Its net charge is -1. The multiplicity is 2.


## 2
C4H12OS2 | ωB97M-V/def2-TZVPD

Each line ends with the Mulliken charge.
Element x y z (Å)
1 H 2.493 5.362 4.046  0.3229
2 S 0.378 -0.229 0.024  -0.4253
3 O 1.645 5.799 4.202  -0.6561
4 H -2.307 -1.712 -0.988  0.2061
5 H 1.991 1.765 -1.021  0.2347
6 H -1.954 -3.405 -1.421  0.2719
7 C -0.076 1.165 -1.039  -0.4608
8 C 1.101 2.056 -1.580  -0.8856
9 H -0.909 -3.325 1.145  0.2552
10 H 1.054 5.048 4.231  0.3290
11 H -0.871 1.726 -0.558  0.3060
12 S 0.034 -2.135 -1.230  -0.4628
13 H 1.231 1.875 -2.647  0.2426
14 C -1.642 -2.567 -0.798  -0.3657
15 C -1.816 -2.922 0.683  -1.0054
16 H -0.391 0.675 -1.965  0.1996
17 H 0.958 3.134 -1.465  0.2868
18 H -2.011 -2.006 1.242  0.2583
19 H -2.564 -3.707 0.823  0.3486

The HOMO-LUMO gap (spin up / spin down) is 0.124 / 0.235 hartree. For the LUMO energy (spin up / spin down), the calculation gives 2.91 / 2.84 eV. Its net charge is -1. The multiplicity is 2.


Top of the stability list: 2, leading by 18.4 kcal/mol.


## 1
C4H7IN2 | ωB97M-V/def2-TZVPD

Each line ends with the Mulliken charge.
Element x y z (Å)
1 C -1.197 0.368 -0.727  -1.0259
2 H -1.357 -0.652 -1.174  0.2121
3 I 3.608 0.145 -0.018  0.0826
4 H 0.360 -3.401 -0.549  0.3482
5 H 2.127 1.053 2.072  0.2939
6 H -2.015 0.416 0.035  0.3398
7 N 0.856 -2.751 0.191  -0.1987
8 C 1.326 -1.916 0.828  -0.1564
9 C 0.232 0.348 -0.442  -0.0793
10 H 0.217 1.390 1.420  0.2784
11 H -1.356 1.296 -1.487  0.2139
12 H 0.837 -0.300 -1.100  0.3237
13 N 2.046 1.080 1.055  -0.4801
14 C 0.748 0.759 0.697  -0.1522

The HOMO-LUMO gap is 0.285 hartree. For the LUMO energy, the calculation gives -0.05 eV. The multiplicity is 1.


## 2
C4H7IN2 | ωB97M-V/def2-TZVPD

Each line ends with the Mulliken charge.
Element x y z (Å)
1 H -1.589 0.600 1.378  0.3271
2 C -0.055 1.187 -0.976  -0.0389
3 H 1.880 -1.890 -1.413  0.2329
4 H -0.253 -1.815 -0.600  0.2657
5 H 1.014 0.533 1.114  0.3905
6 H -1.096 2.522 -1.768  0.3029
7 C 0.313 -0.220 0.762  0.0131
8 H -0.739 -0.115 2.639  0.3592
9 C -0.919 -0.202 1.610  -1.2759
10 H -1.492 -1.037 1.405  0.3887
11 I 1.665 1.108 -2.169  0.0835
12 C 0.591 -1.221 -0.171  0.0758
13 N -1.087 1.808 -1.102  -0.4422
14 N 1.766 -1.259 -0.707  -0.6824

The HOMO-LUMO gap is 0.300 hartree. For the LUMO energy, the calculation gives -0.18 eV. The multiplicity is 1.


Top of the stability list: 2, leading by 8.4 kcal/mol.


## 1
CH2NO3S | ωB97M-V/def2-TZVPD

Each line ends with the Mulliken charge.
Element x y z (Å)
1 N 1.320 -0.447 -0.988  -0.4437
2 H 1.242 -0.067 1.139  0.2214
3 O -2.035 0.490 -1.568  -0.5663
4 S -1.393 0.470 -0.275  0.7341
5 O -1.101 1.787 0.169  -0.5186
6 O -1.987 -0.361 0.761  -0.5282
7 C 1.604 -0.597 0.209  -0.1932
8 H 2.349 -1.276 0.554  0.2944

The HOMO-LUMO gap (spin up / spin down) is 0.237 / 0.338 hartree. For the LUMO energy (spin up / spin down), the calculation gives 3.28 / 3.98 eV. Its net charge is -1. The multiplicity is 1.


## 2
CH2NO3S | ωB97M-V/def2-TZVPD

Each line ends with the Mulliken charge.
Element x y z (Å)
1 O -1.728 0.220 1.275  -0.4626
2 H -0.100 1.031 -1.406  0.0173
3 S 0.506 -0.220 -1.610  -0.2274
4 C -2.149 -0.347 0.348  0.6763
5 H 0.488 -0.285 1.356  0.2770
6 N 0.077 -1.156 -0.329  -0.5116
7 O 0.919 -0.976 0.830  -0.3779
8 O -2.870 -0.761 -0.460  -0.3911

The HOMO-LUMO gap is 0.244 hartree. For the LUMO energy, the calculation gives 3.79 eV. Its net charge is -1. The multiplicity is 1.


## 3
CH2NO3S | ωB97M-V/def2-TZVPD

Each line ends with the Mulliken charge.
Element x y z (Å)
1 N 0.463 -0.951 -0.441  -0.6053
2 H -1.347 -0.019 0.017  0.1598
3 O -0.308 -0.930 -1.637  -0.3520
4 S 1.108 1.466 0.314  0.5735
5 O -0.066 1.885 1.135  -0.5332
6 H -1.386 -1.888 -0.159  0.1946
7 O 2.390 1.405 1.148  -0.5596
8 C -0.855 -0.968 -0.376  0.1222

The HOMO-LUMO gap (spin up / spin down) is 0.276 / 0.237 hartree. For the LUMO energy (spin up / spin down), the calculation gives 4.06 / 4.08 eV. Its net charge is -1. The multiplicity is 1.


Top of the stability list: 2, leading by 16.6 kcal/mol.